Entry from OMol25: a cluster of 7 separate species, C30H60N5O13P in total (ωB97M-V/def2-TZVPD).

Computed properties:
Spin multiplicity: 2
Charge: -1
Highest occupied orbital energy (alpha / beta) in eV: 0.9 / -5.7
HOMO-LUMO gap (alpha / beta) in hartree: 0.0436 / 0.2846

Last column: Mulliken charge in e.
Geometry (Å):
N (-0.583, -0.136, -7.219)  -0.0217
C (0.374, -0.213, -6.190)  -0.8523
C (0.753, -1.541, -6.044)  -0.0835
C (0.137, -2.240, -7.098)  -0.8196
C (-0.754, -1.381, -7.709)  -0.3771
H (-1.006, 0.649, -7.693)  0.2417
H (0.643, 0.684, -5.652)  0.5295
H (1.449, -1.931, -5.316)  0.5509
H (0.116, -3.313, -7.221)  0.4240
H (-1.474, -1.572, -8.490)  0.4218
N (2.022, 0.217, -0.580)  0.7565
C (1.702, -0.354, -1.744)  -1.3275
C (0.442, 0.102, -2.155)  -0.2326
C (-0.017, 0.934, -1.162)  -0.2502
C (0.969, 1.054, -0.188)  -1.1071
H (2.903, 0.161, -0.088)  0.1379
H (2.422, -1.014, -2.204)  0.3054
H (-0.140, -0.210, -3.009)  0.4390
H (-0.993, 1.393, -1.101)  0.6171
H (0.943, 1.515, 0.789)  0.5298
O (3.762, -0.108, 1.813)  -1.0158
P (4.887, 0.660, 2.373)  -0.1513
N (5.082, 0.574, 4.071)  1.4497
C (3.868, 0.287, 4.810)  -1.2276
C (6.278, 1.047, 4.817)  -1.7068
N (4.865, 2.349, 2.094)  1.7671
C (3.581, 3.067, 2.135)  -1.2182
C (6.073, 3.132, 2.184)  -1.9692
N (6.376, 0.043, 1.854)  0.6265
C (6.633, 0.369, 0.438)  -1.2823
C (6.843, -1.251, 2.195)  -1.4434
H (4.102, 0.087, 5.856)  0.2472
H (3.366, -0.619, 4.471)  0.1453
H (3.222, 1.151, 4.648)  0.3187
H (6.099, 0.803, 5.865)  0.4514
H (6.289, 2.137, 4.802)  0.2845
H (7.173, 0.603, 4.383)  0.2929
H (3.433, 3.560, 3.096)  0.5830
H (3.479, 3.683, 1.242)  0.5974
H (2.772, 2.342, 2.056)  -0.6086
H (6.987, 2.546, 2.082)  0.4591
H (5.950, 3.940, 1.464)  0.2484
H (6.118, 3.546, 3.192)  0.3651
H (6.908, 1.411, 0.279)  0.1689
H (7.497, -0.160, 0.035)  0.5459
H (5.764, 0.276, -0.214)  0.2289
H (7.894, -1.384, 1.936)  0.4732
H (6.305, -1.964, 1.570)  0.3495
H (6.841, -1.354, 3.280)  0.2745
C (0.435, 1.354, 6.884)  -1.1888
C (-0.256, 2.579, 6.230)  -0.8530
O (-1.346, 2.150, 5.474)  -0.0356
C (-1.262, 1.799, 4.179)  0.5904
O (-0.236, 1.545, 3.496)  -0.4025
O (-2.490, 1.775, 3.709)  -0.1447
C (-2.725, 1.690, 2.290)  0.2516
H (1.407, 1.560, 7.331)  0.4630
H (0.671, 0.596, 6.136)  0.1458
H (-0.184, 0.850, 7.626)  0.4148
H (0.398, 3.149, 5.570)  0.3867
H (-0.665, 3.224, 7.007)  0.2712
H (-1.922, 1.198, 1.741)  -0.2331
H (-2.843, 2.678, 1.844)  0.2515
H (-3.632, 1.092, 2.204)  -0.0739
C (-1.491, -2.470, -3.962)  -0.3681
C (-2.511, -3.265, -3.113)  -0.3763
O (-2.378, -4.688, -3.259)  -0.3531
C (-3.091, -5.333, -4.246)  0.6880
O (-3.897, -4.822, -5.007)  -0.5673
O (-2.689, -6.621, -4.353)  -0.3191
C (-3.098, -7.430, -5.454)  -0.7260
H (-1.563, -2.692, -5.027)  0.2111
H (-0.466, -2.716, -3.685)  0.2915
H (-1.679, -1.403, -3.841)  0.0608
H (-3.521, -2.966, -3.393)  0.4078
H (-2.365, -3.086, -2.048)  0.1874
H (-4.013, -7.072, -5.926)  0.3226
H (-3.336, -8.448, -5.145)  0.2699
H (-2.395, -7.437, -6.287)  0.2768
C (-5.417, 4.886, -1.735)  -1.1769
C (-4.008, 4.723, -1.304)  -0.2877
O (-3.567, 3.503, -1.791)  -0.2102
C (-4.055, 2.359, -1.388)  1.0851
O (-4.614, 2.127, -0.314)  -0.6609
O (-3.726, 1.442, -2.271)  -0.4261
C (-3.867, 0.094, -2.028)  -0.5611
H (-6.049, 4.122, -1.283)  0.2736
H (-5.621, 4.774, -2.799)  0.3207
H (-5.817, 5.870, -1.488)  0.4142
H (-3.949, 4.716, -0.216)  0.2019
H (-3.304, 5.477, -1.657)  0.3384
H (-3.832, -0.457, -2.968)  0.2476
H (-4.875, -0.135, -1.685)  0.3200
H (-3.102, -0.372, -1.407)  0.0625
C (-6.048, -0.770, 1.275)  -0.9496
C (-4.868, -1.791, 1.183)  -0.3078
O (-3.586, -1.225, 1.513)  -0.0940
C (-2.512, -1.899, 1.133)  0.8524
O (-2.498, -2.914, 0.425)  -0.6831
O (-1.449, -1.262, 1.687)  -0.0870
C (-0.157, -1.740, 1.449)  -0.5925
H (-5.927, -0.054, 2.088)  0.2661
H (-7.012, -1.279, 1.269)  0.4339
H (-5.883, -0.161, 0.386)  0.0398
H (-4.887, -2.059, 0.126)  0.2264
H (-5.071, -2.632, 1.846)  0.3679
H (-0.144, -2.779, 1.776)  0.4042
H (0.570, -1.218, 2.072)  0.0766
H (0.066, -1.709, 0.383)  0.1206

Entry from OMol25: a cluster of 3 separate species, C30H60NO12P2 in total (ωB97M-V/def2-TZVPD).

Computed properties:
Spin multiplicity: 1
Energy relative to the best compared isomer or geometry (same formula, charge and spin) in kcal/mol: 154.57
Charge: +1
Highest occupied orbital energy in eV: -11.4
HOMO-LUMO gap in hartree: 0.2369

Last column: Mulliken charge in e.
Geometry (Å):
C (-2.727, -8.289, 6.236)  -0.9708
C (-3.154, -8.899, 4.829)  -0.3476
O (-2.624, -8.104, 3.738)  -0.3482
C (-3.717, -7.327, 3.214)  -0.4881
C (-3.195, -6.095, 2.376)  -0.3599
O (-2.013, -6.544, 1.648)  -0.2529
C (-1.721, -5.638, 0.615)  0.2242
O (-2.243, -5.819, -0.445)  -0.4915
C (-0.701, -4.525, 0.950)  0.5873
C (0.171, -4.766, 2.125)  -0.5768
C (1.159, -3.778, 2.503)  -0.5143
N (1.299, -2.635, 1.738)  0.0750
C (0.508, -2.366, 0.640)  -0.5433
C (-0.541, -3.261, 0.189)  0.5112
C (-1.500, -3.015, -1.007)  -0.9967
C (-1.780, -1.458, -1.305)  -0.2514
C (-3.206, -0.992, -0.823)  -0.8269
C (-3.304, -0.379, 0.642)  -0.7751
C (-1.984, -0.381, 1.494)  0.3752
C (-2.227, 0.534, 2.795)  -0.6856
C (-1.656, 1.971, 2.398)  -0.3182
O (-1.916, 2.976, 3.376)  -0.3615
C (-1.457, 2.585, 4.686)  -0.7335
H (-2.574, -9.108, 6.988)  0.3374
H (-1.772, -7.720, 6.090)  0.2493
H (-3.493, -7.585, 6.654)  0.2589
H (-4.275, -8.981, 4.778)  0.3376
H (-2.761, -9.947, 4.783)  0.3432
H (-4.332, -8.005, 2.565)  0.2909
H (-4.292, -6.900, 4.078)  0.3567
H (-3.966, -5.786, 1.626)  0.3582
H (-2.862, -5.260, 3.056)  0.2675
H (0.036, -5.700, 2.725)  0.4953
H (1.825, -3.884, 3.388)  0.4036
H (1.990, -1.920, 1.982)  0.3311
H (0.691, -1.407, 0.101)  0.4834
H (-2.504, -3.488, -0.892)  0.4452
H (-1.024, -3.449, -1.934)  0.4550
H (-0.932, -0.799, -0.990)  0.1639
H (-1.797, -1.398, -2.433)  0.2792
H (-3.574, -0.210, -1.548)  0.3092
H (-3.936, -1.844, -0.907)  0.2820
H (-4.048, -1.010, 1.214)  0.2787
H (-3.790, 0.633, 0.555)  0.2876
H (-1.820, -1.419, 1.881)  -0.0335
H (-1.093, 0.069, 0.983)  0.0530
H (-1.535, 0.122, 3.576)  0.3928
H (-3.300, 0.567, 3.102)  0.3335
H (-0.562, 1.914, 2.102)  0.2508
H (-2.197, 2.247, 1.443)  0.2263
H (-1.168, 3.498, 5.264)  0.2563
H (-2.340, 2.122, 5.216)  0.2878
H (-0.560, 1.908, 4.678)  0.3005
O (4.091, 7.481, 3.420)  -0.7769
P (3.300, 6.193, 3.318)  1.1305
O (4.102, 5.526, 2.032)  -0.3330
C (5.365, 4.922, 2.302)  -0.3719
C (5.237, 3.677, 3.162)  -0.9739
O (2.004, 6.890, 2.566)  -0.4645
C (1.804, 8.302, 2.533)  -0.3900
C (2.470, 8.918, 1.314)  -1.0837
O (2.411, 4.766, 3.480)  -0.3831
C (1.131, 4.547, 2.880)  0.2741
C (1.162, 4.440, 1.367)  -1.1013
H (6.025, 5.652, 2.780)  0.3071
H (5.807, 4.656, 1.340)  0.3129
H (4.861, 3.923, 4.160)  0.2872
H (6.206, 3.187, 3.281)  0.4108
H (4.534, 2.969, 2.719)  0.1895
H (2.143, 8.765, 3.460)  0.3595
H (0.728, 8.474, 2.479)  0.3639
H (3.508, 8.599, 1.205)  0.2927
H (2.446, 10.007, 1.378)  0.3753
H (1.950, 8.610, 0.408)  0.2894
H (0.425, 5.304, 3.222)  0.2482
H (0.764, 3.598, 3.279)  0.0662
H (1.631, 5.294, 0.885)  0.3542
H (0.144, 4.356, 0.981)  0.3235
H (1.730, 3.560, 1.055)  0.2798
O (0.671, -0.120, -4.461)  -0.7150
P (0.997, 0.707, -5.691)  1.1924
O (-0.315, 0.292, -6.608)  -0.3450
C (-1.550, 0.937, -6.301)  -0.1559
C (-1.516, 2.423, -6.612)  -1.0621
O (2.128, -0.353, -6.268)  -0.4395
C (2.691, -1.385, -5.466)  -0.3520
C (1.872, -2.662, -5.568)  -1.0613
O (1.455, 1.814, -6.875)  -0.3955
C (2.371, 1.524, -7.939)  -0.1713
C (1.839, 0.543, -8.966)  -0.9939
H (-1.798, 0.772, -5.248)  0.1029
H (-2.322, 0.457, -6.904)  0.3388
H (-0.796, 2.944, -5.972)  0.2895
H (-2.496, 2.875, -6.451)  0.4207
H (-1.211, 2.597, -7.645)  0.2254
H (2.808, -1.057, -4.432)  0.3152
H (3.698, -1.575, -5.844)  0.3480
H (0.807, -2.483, -5.405)  0.2715
H (2.218, -3.395, -4.835)  0.3654
H (1.970, -3.091, -6.563)  0.3072
H (3.332, 1.208, -7.531)  0.2594
H (2.561, 2.476, -8.442)  0.3661
H (1.504, -0.396, -8.531)  0.2178
H (2.618, 0.312, -9.695)  0.3677
H (0.980, 0.964, -9.491)  0.3054